Molecular formula: C34H40ClFLaN5O3
Method: DFT, ωB97M-V/def2-TZVPD

Results
highest occupied orbital energy = -6.598 eV
HOMO-LUMO gap = 6.389 eV
total charge = 0
ΔE to the lowest compared entry with this formula, charge and spin = 40.0 kJ/mol

Cartesian coordinates (Å):
La: 0.592 -0.182 0.382
Cl: -7.070 1.146 -0.538
C: -5.330 1.190 -0.491
C: -4.677 2.413 -0.242
C: -3.315 2.479 -0.199
C: -2.494 1.325 -0.393
O: -1.226 1.408 -0.313
C: -3.189 0.097 -0.657
C: -2.486 -1.119 -0.894
O: -1.260 -1.284 -0.931
C: -4.601 0.059 -0.694
H: -5.274 3.302 -0.081
H: -2.813 3.417 0.002
H: -3.128 -2.001 -1.067
H: -5.097 -0.885 -0.889
C: -0.398 -0.600 4.706
C: -0.836 -0.659 3.238
C: -1.875 0.444 2.990
C: -1.492 -2.019 2.967
O: 0.289 -0.473 2.416
H: -1.231 -0.819 5.376
H: -0.010 0.394 4.934
H: 0.398 -1.327 4.879
H: -2.647 0.424 3.761
H: -2.364 0.310 2.023
H: -1.389 1.422 3.007
H: -2.414 -2.116 3.542
H: -0.819 -2.832 3.245
H: -1.730 -2.121 1.905
C: 0.167 5.333 1.322
C: 0.888 5.157 -0.014
N: 2.211 4.555 0.113
C: 3.358 5.437 -0.063
C: 3.667 6.293 1.161
C: 2.336 3.231 0.390
C: 3.719 2.687 0.606
N: 1.332 2.422 0.487
H: -0.812 5.786 1.164
H: 0.743 5.980 1.984
H: 0.028 4.376 1.824
H: 1.021 6.128 -0.489
H: 0.279 4.558 -0.698
H: 3.147 6.088 -0.914
H: 4.228 4.845 -0.332
H: 2.850 6.981 1.379
H: 4.568 6.882 0.985
H: 3.829 5.669 2.042
H: 4.299 3.312 1.284
H: 4.262 2.602 -0.337
H: 3.638 1.691 1.029
H: 0.439 2.874 0.321
N: -0.516 -10.702 -3.946
C: -0.348 -9.758 -3.314
C: -0.134 -8.585 -2.515
C: 0.986 -8.507 -1.688
C: 1.196 -7.383 -0.913
C: 0.283 -6.334 -0.946
C: -0.837 -6.412 -1.767
C: -1.040 -7.529 -2.554
N: 0.497 -5.189 -0.148
C: 1.134 -5.145 1.077
C: 1.130 -3.839 1.451
N: 0.517 -3.077 0.483
C: 0.150 -3.907 -0.453
H: 1.695 -9.323 -1.667
H: 2.083 -7.309 -0.300
H: -1.557 -5.605 -1.776
H: -1.910 -7.594 -3.192
H: 1.486 -6.029 1.577
H: 1.525 -3.393 2.348
H: -0.330 -3.624 -1.375
F: 7.680 1.067 0.268
C: 6.471 0.521 -0.030
C: 5.801 -0.202 0.937
C: 4.565 -0.744 0.626
C: 3.977 -0.599 -0.644
C: 2.632 -1.153 -0.911
C: 4.711 0.129 -1.592
C: 5.944 0.694 -1.292
H: 6.245 -0.321 1.917
H: 4.020 -1.301 1.383
H: 2.626 -2.195 -0.577
H: 2.440 -1.160 -1.992
H: 4.299 0.256 -2.586
H: 6.504 1.253 -2.032